Entry 1:
DFT (ωB97M-V with the def2-TZVPD basis set) results for a molecular structure, C21H39IrN2O2P3 at a distorted geometry.

Properties
max |F|	7.88	eV/Å
expectation value of S²	8.768
highest occupied orbital energy (alpha / beta)	-17.43 / -19.62	eV
energy	-60143.9523	eV
charge	+4
relative energy (zero: lowest compared OMol25 entry of this formula, charge and spin)	29.57	kcal/mol
2S+1	6

Cartesian coordinates (Å):
P (-0.0693, 4.3659, -0.3645)
C (0.6417, 4.7021, 1.3057)
H (0.4640, 5.7314, 1.6539)
H (1.7224, 4.5135, 1.2940)
H (0.1875, 3.9990, 2.0150)
C (0.5438, 5.8747, -1.2519)
H (0.3366, 5.7379, -2.3239)
H (1.6348, 5.9672, -1.1332)
H (0.0642, 6.8055, -0.9147)
C (-1.7983, 4.8902, -0.0365)
H (-1.9032, 5.9734, 0.0889)
H (-2.1644, 4.3816, 0.8607)
H (-2.4069, 4.5684, -0.8882)
P (-3.0013, -2.1827, 0.9223)
C (-2.6315, -2.3465, 2.6867)
H (-3.3115, -3.0943, 3.1069)
H (-2.7762, -1.3696, 3.1663)
H (-1.5839, -2.6574, 2.7885)
C (-4.7506, -1.6964, 0.8760)
H (-5.1032, -1.7015, -0.1634)
H (-4.8396, -0.6808, 1.2857)
H (-5.3245, -2.4069, 1.4811)
C (-3.0148, -3.8984, 0.3289)
H (-3.7448, -4.4595, 0.9186)
H (-2.0150, -4.3313, 0.4575)
H (-3.2879, -3.9129, -0.7350)
P (2.2150, -2.7380, -0.8023)
C (3.2821, -3.1731, 0.5470)
H (3.8987, -4.0308, 0.2525)
H (2.6752, -3.4306, 1.4261)
H (3.9458, -2.3287, 0.7935)
C (1.7629, -4.0462, -1.9212)
H (2.6094, -4.2623, -2.5852)
H (0.8998, -3.7439, -2.5316)
H (1.5130, -4.9558, -1.3555)
C (2.8698, -1.3492, -1.7185)
H (3.3865, -1.7114, -2.6129)
H (3.5786, -0.7978, -1.0914)
H (2.0569, -0.6696, -2.0060)
Ir (-0.7093, -0.5291, -1.2386)
C (-0.9805, 0.1934, 0.5323)
O (-1.1579, 0.6406, 1.5822)
C (0.5438, -2.0609, -0.1838)
O (0.1624, -2.5240, 0.8789)
C (-1.3032, -1.5860, -2.9776)
C (-0.3005, -0.6834, -3.3302)
C (-0.3845, 0.6561, -2.9391)
C (-1.4926, 1.1027, -2.1972)
C (-2.5400, 0.2015, -1.9259)
C (-2.4469, -1.1303, -2.3123)
H (-1.1963, -2.6414, -3.1839)
H (0.5999, -1.0378, -3.8180)
H (0.4805, 1.3191, -3.0426)
H (-1.4702, 2.0791, -1.7179)
H (-3.3634, 0.5189, -1.2892)
H (-3.2179, -1.8256, -2.0009)
C (3.2604, 0.6769, 3.6756)
N (2.7271, 0.8614, 2.3248)
C (2.9583, 1.9502, 1.5075)
C (2.2383, 1.7086, 0.3514)
N (1.6043, 0.5069, 0.4557)
C (1.9223, -0.0043, 1.6379)
H (4.2435, 0.1909, 3.6555)
H (3.3655, 1.6494, 4.1660)
H (2.5746, 0.0527, 4.2552)
H (3.5727, 2.7905, 1.7766)
H (2.1329, 2.3476, -0.5195)
H (1.6148, -0.9589, 2.0569)

Charges obtained by natural (NBO) population analysis, quoted in units of e: P 1.28; C -0.95; H 0.31; H 0.26; H 0.26; C -0.94; H 0.28; H 0.28; H 0.31; C -0.95; H 0.32; H 0.26; H 0.26; P 1.33; C -0.98; H 0.31; H 0.27; H 0.28; C -0.98; H 0.27; H 0.27; H 0.31; C -0.98; H 0.31; H 0.28; H 0.26; P 1.58; C -1.00; H 0.31; H 0.29; H 0.29; C -0.99; H 0.30; H 0.26; H 0.30; C -0.98; H 0.29; H 0.29; H 0.24; Ir 0.66; C 0.63; O -0.40; C -0.25; O -0.43; C -0.21; C -0.23; C -0.18; C -0.22; C -0.19; C -0.16; H 0.29; H 0.30; H 0.29; H 0.26; H 0.28; H 0.27; C -0.42; N -0.30; C -0.04; C -0.13; N -0.51; C 0.16; H 0.24; H 0.25; H 0.23; H 0.26; H 0.21; H 0.23



Entry 2:
DFT (ωB97M-V with the def2-TZVPD basis set) results for C3H5NO2 in the gas phase at a distorted geometry.

Properties
max |F|	6.13	eV/Å
structure (SMILES)	O=C1NC[C@H]1O
highest occupied orbital energy	-8.95	eV
energy	-8773.9933	eV
charge	0
relative energy (zero: lowest compared OMol25 entry of this formula, charge and spin)	85.36	kcal/mol

Cartesian coordinates (Å):
O (1.4984, 1.4947, -0.6362)
C (0.9065, 0.5775, -0.0779)
N (0.2596, 0.5573, 1.2420)
C (-0.6977, -0.4898, 0.8201)
C (-0.0083, -0.5353, -0.5336)
O (-0.6508, -0.5477, -1.7455)
H (-0.1132, 1.4690, 1.4874)
H (-0.6403, -1.4010, 1.4194)
H (-1.7353, -0.1466, 0.7615)
H (1.2553, -0.9164, -0.3700)
H (-0.0744, -0.0616, -2.3673)

Charges obtained by natural (NBO) population analysis, quoted in units of e: O -0.58; C 0.59; N -0.66; C -0.25; C 0.08; O -0.66; H 0.40; H 0.21; H 0.22; H 0.16; H 0.50



Entry 3:
DFT (ωB97M-V with the def2-TZVPD basis set) results for a molecular structure, C18H30CeN8O3P at a distorted geometry.

Properties
max |F|	3.62	eV/Å
highest occupied orbital energy	-17.65	eV
energy	-59412.7082	eV
charge	+3
relative energy (zero: lowest compared OMol25 entry of this formula, charge and spin)	6.04	kcal/mol

Cartesian coordinates (Å):
Ce (-0.4094, 0.7675, -0.8513)
C (0.6527, -5.0562, -0.6292)
N (0.4343, -3.7321, -1.2458)
C (0.0349, -3.5562, -2.5450)
C (-0.0959, -2.2186, -2.7303)
N (0.2131, -1.5670, -1.5516)
C (0.5313, -2.5220, -0.6638)
P (1.1749, -2.2870, 1.0279)
C (2.2129, -0.8315, 0.6899)
N (1.7947, 0.3603, 0.2513)
C (2.9037, 1.1771, 0.1838)
C (3.9873, 0.4673, 0.5905)
N (3.5397, -0.7900, 0.9080)
C (4.4006, -1.8909, 1.3844)
C (-0.2560, -1.4067, 1.7458)
N (-1.0776, -0.5667, 1.1027)
C (-2.0281, -0.1607, 2.0193)
C (-1.7727, -0.7551, 3.2089)
N (-0.6582, -1.5398, 3.0200)
C (-0.0683, -2.3838, 4.0762)
H (1.0843, -5.7196, -1.3719)
H (-0.2943, -5.4644, -0.2850)
H (1.3396, -4.9674, 0.2058)
H (-0.1054, -4.3844, -3.2231)
H (-0.3599, -1.7048, -3.6374)
H (2.8521, 2.2000, -0.1467)
H (5.0238, 0.7494, 0.6848)
H (5.4244, -1.5332, 1.4123)
H (4.3440, -2.7332, 0.7013)
H (4.1084, -2.1974, 2.3851)
H (-2.8325, 0.5105, 1.7651)
H (-2.2855, -0.7022, 4.1565)
H (0.1466, -1.7687, 4.9457)
H (0.8518, -2.8322, 3.7179)
H (-0.7688, -3.1688, 4.3483)
C (-1.6503, 4.4533, 1.2318)
C (-0.3793, 3.8010, 0.7332)
C (0.8258, 4.7083, 0.8104)
O (-0.1355, 2.5115, 1.4072)
C (-0.5552, 3.1404, -0.6263)
O (-1.6777, 2.5999, -0.9035)
O (0.4643, 2.7672, -1.2892)
H (-1.4912, 4.8217, 2.2463)
H (-2.4898, 3.7615, 1.2338)
H (-1.9078, 5.3115, 0.6083)
H (1.0581, 4.9083, 1.8574)
H (0.6082, 5.6647, 0.3325)
H (1.7023, 4.2739, 0.3342)
H (-0.0744, 2.6804, 2.3582)
N (-2.8558, 0.0776, -1.4976)
C (-3.0198, -0.0508, -2.9778)
C (-2.2956, 1.0776, -3.6741)
N (-0.8242, 1.0343, -3.3842)
H (-3.3125, -0.7051, -1.0363)
H (-3.3741, 0.9057, -1.2063)
H (-4.0672, -0.0129, -3.2722)
H (-2.6206, -1.0165, -3.2802)
H (-2.6758, 2.0321, -3.3160)
H (-2.4892, 1.0219, -4.7425)
H (-0.4533, 1.9731, -3.5142)
H (-0.3519, 0.4678, -4.0834)

Charges obtained by natural (NBO) population analysis, quoted in units of e: Ce 1.91; C -0.42; N -0.28; C -0.02; C -0.06; N -0.57; C 0.11; P 0.83; C 0.10; N -0.56; C -0.04; C -0.02; N -0.28; C -0.42; C 0.12; N -0.58; C -0.05; C -0.03; N -0.28; C -0.42; H 0.25; H 0.24; H 0.23; H 0.27; H 0.23; H 0.25; H 0.27; H 0.26; H 0.23; H 0.24; H 0.25; H 0.27; H 0.25; H 0.23; H 0.25; C -0.64; C 0.18; C -0.64; O -0.71; C 0.77; O -0.61; O -0.60; H 0.25; H 0.23; H 0.26; H 0.25; H 0.26; H 0.23; H 0.53; N -0.83; C -0.23; C -0.23; N -0.84; H 0.42; H 0.41; H 0.25; H 0.21; H 0.23; H 0.25; H 0.42; H 0.42



Entry 4:
DFT (ωB97M-V with the def2-TZVPD basis set) results for a molecular structure, C3H4O3Tm at a distorted geometry.

Properties
max |F|	3.79	eV/Å
expectation value of S²	2.014
highest occupied orbital energy (alpha / beta)	-13.07 / -12.53	eV
energy	-38835.2150	eV
charge	+1
relative energy (zero: lowest compared OMol25 entry of this formula, charge and spin)	102.11	kcal/mol
2S+1	3

Cartesian coordinates (Å):
H (2.6198, -0.1074, -0.6970)
Tm (1.9942, 0.8337, 1.4685)
O (-0.6531, -1.5345, -0.8408)
C (-1.3393, -0.7518, 0.0448)
C (0.7697, -1.5813, -0.6460)
O (-2.4147, -1.1906, 0.4570)
O (-0.7982, 0.3791, 0.2518)
C (1.2685, -0.1623, -0.5428)
H (1.2022, -2.0904, -1.5179)
H (0.9397, -2.2248, 0.2280)
H (1.0991, 0.5822, -1.3321)

Charges obtained by natural (NBO) population analysis, quoted in units of e: H 0.11; Tm 1.83; O -0.50; C 0.92; C -0.13; O -0.55; O -0.57; C -0.78; H 0.24; H 0.18; H 0.25



Entry 5:
DFT (ωB97M-V with the def2-TZVPD basis set) results for a gas-phase ion, C4H7N2O (charge +1) at a distorted geometry.

Properties
max |F|	4.81	eV/Å
highest occupied orbital energy (alpha / beta)	-12.60 / -14.18	eV
energy	-9276.6243	eV
charge	+1
relative energy (zero: lowest compared OMol25 entry of this formula, charge and spin)	142.19	kcal/mol

Cartesian coordinates (Å):
C (0.6820, -1.2380, -0.5502)
C (0.5393, 0.1472, -1.1288)
C (0.0277, -0.8790, 1.6541)
C (-0.6274, 0.9844, 0.9945)
N (0.1531, -1.5399, 0.5735)
N (-0.6227, 0.9877, -0.5614)
O (0.4467, 0.4626, 1.5762)
H (1.1687, -1.9008, -1.1559)
H (1.5495, 0.6508, -0.9884)
H (0.5626, 0.3755, -2.2209)
H (-0.4385, -1.2536, 2.4378)
H (-1.5733, 0.5836, 1.2759)
H (-0.4520, 1.8943, -0.8212)
H (-1.4156, 0.7253, -1.0852)

Charges obtained by natural (NBO) population analysis, quoted in units of e: C 0.12; C -0.34; C 0.37; C 0.28; N -0.40; N -0.55; O -0.48; H 0.22; H 0.27; H 0.26; H 0.20; H 0.17; H 0.43; H 0.44